# 1
Density functional theory data (ωB97M-V/def2-TZVPD) for C19H25N4O7PPb as an isolated structure in a non-equilibrium geometry.

XYZ file:
```
57
Properties=species:S:1:pos:R:3
Pb 0.22 1.15 0.30
P -1.93 -1.66 0.14
O -1.20 3.37 7.44
O -0.34 0.13 2.25
O 2.08 1.37 1.61
O -3.35 -0.20 4.90
O -2.18 -1.37 3.43
O 3.28 1.61 3.42
O 0.87 3.94 6.97
N 2.50 2.06 -4.07
N 2.18 1.44 2.91
N -2.34 -0.29 4.22
N -0.15 3.24 6.77
C 2.19 -2.39 -2.76
C -2.29 -0.58 -1.22
C 1.03 2.16 4.92
C 2.26 -0.17 -1.77
C -1.25 1.48 5.46
C 0.75 -1.84 -0.89
C -0.25 -2.32 0.17
C -0.17 0.65 3.42
C 1.71 3.25 -3.86
C -1.24 0.59 4.38
C 2.91 1.20 -1.71
C 1.20 -2.76 -1.85
C 2.76 -1.12 -2.69
C 1.94 1.07 -4.95
C -3.12 -2.97 0.29
C 1.24 -0.54 -0.89
C -0.12 2.27 5.71
C 1.00 1.41 3.75
C 3.46 1.71 -3.06
H 1.48 1.60 -5.80
H -2.13 1.54 6.10
H 0.14 -2.09 1.18
H -2.65 -3.94 0.07
H 0.78 -3.77 -1.87
H 2.73 0.40 -5.31
H 3.76 1.17 -1.01
H 2.54 -3.10 -3.51
H 1.94 2.71 5.18
H 1.16 0.46 -4.46
H 2.35 4.02 -3.39
H 4.16 0.98 -3.50
H 1.35 3.61 -4.83
H -0.37 -3.41 0.09
H 3.59 -0.87 -3.35
H -2.89 -1.15 -1.95
H 4.01 2.64 -2.86
H -3.95 -2.79 -0.42
H -1.39 -0.21 -1.73
H 2.23 1.97 -1.31
H -2.04 -0.99 1.45
H -2.90 0.28 -0.87
H -3.52 -2.97 1.31
H -2.03 -1.02 2.34
H 0.83 3.07 -3.21
```

The total charge is +2. The calculation puts the LUMO energy (spin up / spin down) at -0.3368 / -0.3368 hartree.

Table of Löwdin atomic charges, one value per atom, all in e: 1.4105 1.0006 0.1108 -0.3139 -0.1530 0.2304 0.0653 0.1971 0.1090 -0.2937 -0.2112 -0.1627 -0.3055 -0.0269 -0.1885 0.1560 -0.2484 0.1573 -0.3265 -0.2398 -0.2265 -0.0915 -0.0463 -0.1492 -0.0320 -0.0140 -0.0962 -0.1555 -0.2501 -0.0902 -0.0449 -0.1903 0.0936 0.1543 0.1083 0.0854 0.1198 0.0932 0.1367 0.1261 0.1559 0.0734 0.0942 0.1180 0.0940 0.1112 0.1157 0.0947 0.1289 0.0828 0.0458 0.0632 0.0057 0.0835 0.0786 0.0852 0.0715

# 2
Density functional theory data (ωB97M-V/def2-TZVPD) for the molecule C19H25N5OS in a non-equilibrium geometry.

XYZ file:
```
51
Properties=species:S:1:pos:R:3
S -4.19 -2.95 -0.25
O -1.92 1.47 1.28
N -4.30 -0.37 -0.56
N -0.17 -1.55 -1.49
N 1.89 -1.47 -0.48
N -2.28 -1.19 0.25
N -0.88 1.59 -2.76
C -3.54 -1.43 -0.18
C 4.63 1.01 -0.55
C 3.70 -2.87 1.09
C 5.25 -0.92 0.74
C 3.37 0.43 -0.80
C -0.62 -2.69 -0.73
C -3.83 0.95 -0.93
C 3.07 -0.86 -0.26
C -1.34 -2.23 0.55
C -3.30 1.71 1.45
C 1.16 0.45 -1.73
C 2.37 1.08 -1.53
C 0.07 1.10 -2.34
C 0.97 -0.88 -1.20
C -1.14 2.59 0.93
C 0.31 2.30 1.32
C 4.04 -1.53 0.53
C -4.05 2.01 0.15
C 5.55 0.34 0.20
H 6.52 0.77 0.40
H -0.62 -1.85 1.27
H -2.76 0.90 -1.19
H 4.85 1.98 -0.97
H 0.25 -3.29 -0.47
H 0.38 2.18 2.40
H 3.46 -3.56 0.28
H -3.70 0.79 1.89
H -5.24 -0.62 -0.82
H -1.87 -3.09 0.98
H -3.73 2.97 -0.26
H 0.65 1.39 0.85
H -1.50 3.48 1.46
H 2.82 -2.80 1.72
H 4.53 -3.27 1.67
H -3.46 2.53 2.16
H -5.12 2.08 0.38
H -0.89 -1.02 -1.96
H 2.54 2.08 -1.92
H -2.01 -0.23 0.45
H -1.30 -3.26 -1.35
H -4.36 1.25 -1.84
H 6.00 -1.43 1.34
H -1.21 2.78 -0.15
H 0.95 3.12 1.01
```

Its SMILES is CCOCCCNC(=S)NCCNc1nc2c(C)cccc2cc1C#N. The calculation puts the LUMO energy at -0.0149 hartree.

Table of Löwdin atomic charges, one value per atom, all in e: 0.6083 -0.1975 -0.0127 0.0595 0.1886 0.0035 0.1873 -0.8895 -0.0407 -0.0462 -0.0331 -0.1520 -0.1617 -0.1860 -0.1725 -0.1950 -0.2139 -0.1544 0.0491 -0.1892 -0.2830 -0.2590 -0.0515 -0.2095 -0.1479 -0.0795 0.1021 0.1212 0.0820 0.1113 0.1122 0.0807 0.0820 0.1262 0.1106 0.0802 0.1103 0.0569 0.1237 0.0801 0.0750 0.1245 0.1160 0.1207 0.1348 0.0963 0.1081 0.1254 0.1114 0.1063 0.0805

# 3
Density functional theory data (ωB97M-V/def2-TZVPD) for a 2-piece molecular cluster, C19H26BNO7SSi2 overall.

XYZ file:
```
57
Properties=species:S:1:pos:R:3
S 2.13 0.36 -2.01
Si 2.02 1.92 -3.64
Si 0.36 4.35 -2.39
O 2.01 -0.89 -2.73
O 1.07 3.20 -3.41
O -1.16 -7.20 3.06
O -1.86 -2.49 0.58
O 0.65 6.33 -0.44
O -2.71 5.33 -1.46
O 3.32 0.66 -1.23
N 2.78 5.17 -0.54
C -4.01 -3.51 2.04
C -0.44 -4.34 0.97
C -5.04 -4.06 2.79
C -2.80 -4.18 1.93
C 0.78 0.41 -0.86
C 0.57 -3.82 0.18
C 3.30 5.94 0.58
C -0.25 -5.56 1.62
C 1.96 -5.71 0.70
C -4.86 -5.28 3.43
C 0.95 -6.24 1.49
C 3.63 4.07 -1.01
C 1.77 -4.50 0.04
C -1.15 3.52 -1.63
C -1.97 4.39 -0.68
C -3.65 -5.96 3.32
C -1.33 -6.15 2.47
C -1.71 -3.57 1.11
C -2.62 -5.41 2.57
B 1.48 5.34 -0.99
H -1.33 4.94 0.01
H 0.40 -2.88 -0.33
H 4.67 4.29 -0.80
H -4.12 -2.56 1.54
H -1.80 3.23 -2.47
H 2.85 5.62 1.53
H 3.09 7.00 0.45
H 0.91 7.24 -0.58
H -0.87 2.59 -1.12
H 3.39 3.12 -0.53
H -3.58 5.45 -1.08
H 0.93 -0.49 -0.27
H -0.18 0.35 -1.38
H 2.90 -6.24 0.60
H -2.64 3.76 -0.09
H -5.98 -3.54 2.89
H 4.38 5.81 0.66
H 1.56 1.14 -4.80
H -3.49 -6.91 3.81
H 0.85 1.29 -0.22
H 2.56 -4.08 -0.58
H -5.66 -5.71 4.02
H -0.11 5.40 -3.32
H 3.53 3.95 -2.08
H 3.45 2.26 -3.72
H 1.07 -7.18 2.01
```

Its SMILES is CN(C)B(O)[Si@H](CCO)O[SiH2]S(C)(=O)=O.O=C1c2ccccc2C(=O)c2ccccc21. The calculation puts the LUMO energy at -0.0356 hartree.

Table of Löwdin atomic charges, one value per atom, all in e: 0.4642 0.5487 0.6651 -0.4086 -0.4283 0.1076 0.0993 0.0494 -0.0754 -0.4097 -0.1266 -0.0033 -0.0820 -0.0580 -0.0830 -0.1782 0.0005 -0.0492 -0.0837 -0.0526 -0.0571 -0.0011 -0.0637 -0.0454 -0.2516 -0.3138 -0.0019 -0.2775 -0.2760 -0.0816 -0.5982 0.0933 0.1053 0.0888 0.1190 0.0891 0.0957 0.0826 0.0986 0.0508 0.0785 0.0792 0.0596 0.0699 0.1081 0.1142 0.1069 0.0827 -0.0226 0.1202 0.0615 0.1122 0.1072 0.0132 0.0532 -0.0159 0.1201

# 4
Density functional theory data (ωB97M-V/def2-TZVPD) for a 4-piece molecular cluster, C19H26Br6Cl5N2 overall in a non-equilibrium geometry.

XYZ file:
```
58
Properties=species:S:1:pos:R:3
Br -0.60 -1.74 3.84
Br -1.82 3.72 0.19
Br -6.41 0.47 -1.75
Br 2.94 -2.72 3.53
Br -6.14 3.77 -0.14
Br -3.84 6.81 0.29
Cl 5.25 1.90 1.16
Cl -1.30 -2.36 0.10
Cl -2.13 0.78 -3.04
Cl 5.37 -1.12 -3.16
Cl 4.65 1.83 -1.86
N 2.87 -1.60 -2.02
N 2.02 -2.45 -2.57
C -2.96 5.85 1.74
C -6.86 2.24 -2.45
C 0.73 -1.97 -2.50
C -1.35 -0.41 -1.91
C 3.73 0.63 -0.84
C -2.13 -1.13 -0.98
C 3.84 -3.22 0.24
C 4.92 -2.44 -0.63
C 3.29 -0.16 1.69
C 4.29 -2.14 -2.06
C -5.86 3.27 -2.00
C 2.62 -0.36 -1.45
C 0.18 -3.50 3.51
C 0.20 -0.70 -1.91
C -3.69 -0.97 -0.78
C -1.62 5.31 1.30
C 1.23 0.26 -1.33
C 4.00 0.70 0.56
C 1.44 -3.69 4.31
H -0.58 -4.21 3.81
H -6.84 2.13 -3.53
H 1.75 -4.74 4.31
H -3.93 0.12 -1.02
H 5.77 -3.19 -0.82
H 1.35 -3.36 5.35
H 5.42 -1.56 -0.12
H -7.88 2.45 -2.13
H 2.91 -2.64 0.49
H 4.32 -3.16 -2.58
H -1.03 6.03 0.72
H -1.03 4.99 2.16
H 0.35 -3.58 2.43
H 3.18 0.54 2.59
H 4.31 -3.72 1.15
H -4.30 -1.70 -1.39
H -3.88 -1.08 0.34
H -0.05 -2.66 -2.97
H -5.97 4.19 -2.56
H -3.64 5.08 2.07
H 2.21 -0.42 1.39
H 0.99 1.27 -0.88
H 3.87 -1.06 2.07
H 3.49 -4.10 -0.42
H -2.83 6.59 2.53
H -4.82 2.93 -2.08
```

The total charge is +1. The calculation puts the LUMO energy at -0.1840 hartree.

Table of Löwdin atomic charges, one value per atom, all in e: 0.6024 0.5607 0.6890 0.7567 0.5998 0.5949 0.6052 0.6151 0.6424 0.6083 0.5835 -0.0974 0.1577 -0.6887 -0.6650 -0.0133 -0.5963 -0.5860 -0.5701 -0.1444 -0.2242 -0.1677 -0.5637 -0.6828 -0.0887 -0.6923 -0.1436 -0.1697 -0.6852 0.1535 -0.6096 -0.6464 0.0657 0.0614 0.0645 -0.0049 0.1340 0.0583 0.1066 0.0560 0.0393 0.1295 0.0535 0.0578 0.0260 0.0958 0.0656 0.0890 0.0974 0.1527 0.0652 0.0466 0.0846 0.1496 -0.0212 0.0945 0.0613 0.0373

# 5
Density functional theory data (ωB97M-V/def2-TZVPD) for C19H26F3N4O4PdS as an isolated structure.

XYZ file:
```
58
Properties=species:S:1:pos:R:3
Pd -0.20 -0.20 0.00
S 2.89 5.62 -2.05
F 5.27 -2.78 -3.20
F 5.83 -0.70 -3.41
F 4.52 -1.63 -4.87
O 3.42 6.95 -1.97
O 2.23 5.15 -3.23
O 0.15 1.76 -0.23
O 1.37 1.32 1.56
N 1.45 -0.63 -1.15
N 1.90 5.49 -0.77
N -1.84 0.35 1.10
N -0.68 -2.20 0.20
C 6.18 2.61 -1.15
C -2.10 -2.51 -0.12
C 1.28 -1.08 -2.40
C 3.80 -0.69 -1.46
C 7.28 1.63 -0.86
C 4.93 4.58 -0.54
C 1.45 3.55 0.68
C 1.05 4.32 -0.58
C 3.63 -1.19 -2.74
C 4.16 4.44 -1.70
C 5.92 3.66 -0.28
C 2.69 -0.42 -0.69
C 5.41 2.50 -2.30
C -3.07 -1.79 0.81
C 4.40 3.41 -2.58
C 2.34 -1.38 -3.22
C -3.11 -0.28 0.67
C 0.98 2.11 0.71
C 4.83 -1.57 -3.57
H 4.79 -0.51 -1.05
H -2.26 -3.59 -0.05
H -4.07 -2.18 0.61
H -1.67 0.17 2.09
H -3.28 0.00 -0.36
H 1.16 3.69 -1.46
H -0.07 -2.79 -0.36
H 6.52 3.77 0.62
H 4.74 5.41 0.13
H -1.88 1.36 1.00
H 1.06 4.03 1.58
H 2.53 3.53 0.79
H 2.17 -1.74 -4.22
H -2.85 -2.07 1.85
H 2.76 -0.02 0.32
H 5.62 1.70 -3.01
H 8.25 2.13 -0.79
H -2.28 -2.21 -1.15
H 0.26 -1.21 -2.73
H -3.94 0.12 1.27
H 7.12 1.13 0.10
H 7.36 0.87 -1.63
H 0.00 4.62 -0.54
H -0.50 -2.48 1.17
H 1.71 6.36 -0.30
H 3.81 3.33 -3.48
```

The total charge is +1. The calculation puts the LUMO energy at -0.1215 hartree.

Table of Löwdin atomic charges, one value per atom, all in e: 0.9999 0.6269 0.1693 0.1494 0.1654 -0.2737 -0.2875 -0.1782 -0.0172 -0.0687 -0.1455 -0.0550 -0.0687 -0.2660 -0.2215 -0.0889 0.0467 -0.0435 -0.0557 -0.0745 -0.2145 -0.0745 -0.2855 -0.0273 -0.0586 -0.0398 -0.1827 -0.0421 0.0397 -0.2129 -0.6375 -0.5886 0.1328 0.1255 0.1276 0.1206 0.1263 0.1123 0.1011 0.1212 0.1229 0.1083 0.1339 0.1204 0.1347 0.1233 0.1141 0.0989 0.0900 0.1206 0.1176 0.1271 0.0839 0.0680 0.1286 0.1137 0.1245 0.1137